Entry 1:
{
  "formula": "C4H9N2",
  "method": "ωB97M-V/def2-TZVPD",
  "lumo_energy_ev": [-6.59, -6.60],
  "gap_ev": [8.092, 8.086],
  "total_charge": 1,
  "elements": ["C", "C", "C", "C", "N", "N", "H", "H", "H", "H", "H", "H", "H", "H", "H"],
  "positions_angstrom": [[1.99441, 0.54687, -0.61494], [0.02378, -1.62658, 1.16023], [-0.70720, 1.19055, -2.12405], [0.12822, -0.13329, 0.91823], [1.80332, -0.57127, -1.07379], [0.67457, 0.17591, -0.38943], [2.70847, 1.40125, -0.28044], [1.06213, -1.99126, 1.25670], [-0.53752, -1.85555, 2.07510], [-0.39320, -2.17449, 0.29476], [0.18501, 1.09434, -2.75253], [-1.37895, 0.32615, -2.12579], [-0.77559, 2.09770, -1.50951], [0.56636, 0.45414, 1.70710], [-1.01417, 0.28011, 0.81207]]
}

---

Entry 2:
{
  "formula": "C4H9N2",
  "method": "ωB97M-V/def2-TZVPD",
  "lumo_energy_ev": -4.82,
  "gap_ev": 8.675,
  "total_charge": 1,
  "elements": ["C", "C", "C", "C", "N", "N", "H", "H", "H", "H", "H", "H", "H", "H", "H"],
  "positions_angstrom": [[-1.75641, -0.17262, 1.25437], [-1.06980, -0.29774, -0.84090], [-1.58192, 0.78516, 0.13510], [2.07374, -0.19864, 0.38346], [2.14852, 0.09091, -0.86089], [-0.48341, -0.08884, 0.45490], [-1.79917, 0.17291, 2.26848], [-2.39534, -1.00165, 0.95216], [-1.76447, -1.02326, -0.92436], [-0.44294, 0.01273, -1.71650], [-1.89633, 1.84585, -0.02816], [2.07301, 0.54117, 1.11669], [2.39805, -1.22022, 0.61599], [2.34921, -0.50892, -1.65703], [2.14727, 1.06316, -1.15332]]
}

---

Entry 3:
{
  "formula": "C4H9N2",
  "method": "ωB97M-V/def2-TZVPD",
  "lumo_energy_ev": -3.15,
  "gap_ev": 8.600,
  "total_charge": 1,
  "elements": ["C", "C", "C", "C", "N", "N", "H", "H", "H", "H", "H", "H", "H", "H", "H"],
  "positions_angstrom": [[0.47545, 1.50149, 0.68123], [0.96317, -0.63483, -0.51295], [0.42743, 2.74305, 1.31344], [-1.09666, -1.94270, -0.42926], [0.72935, 0.50419, 0.13066], [-0.11859, -1.18415, -1.24359], [1.67753, -1.36340, -0.22659], [-0.34610, 2.76352, 2.00350], [0.41200, 3.49379, 0.62073], [1.40644, 2.77332, 1.74132], [-1.58573, -1.32152, 0.22818], [-1.70530, -2.55726, -1.02830], [-0.68337, -2.37467, 0.40202], [-0.76887, -0.54112, -1.70906], [0.21325, -1.85973, -1.97133]]
}

---

Entry 4:
{
  "formula": "C4H9N2",
  "method": "ωB97M-V/def2-TZVPD",
  "lumo_energy_ev": -3.77,
  "gap_ev": 9.496,
  "total_charge": 1,
  "elements": ["C", "C", "C", "C", "N", "N", "H", "H", "H", "H", "H", "H", "H", "H", "H"],
  "positions_angstrom": [[1.43174, 1.59316, -0.26875], [0.79105, -0.43764, 0.07605], [-0.45318, 0.65894, 0.15742], [-1.63473, 0.37668, -0.90000], [0.27617, 1.86430, -0.19863], [0.81224, -1.47773, 1.15661], [2.43614, 2.02821, -0.48997], [0.78364, -0.91183, -0.96388], [-0.88074, 0.70911, 1.09889], [-2.02623, -0.70599, -1.01549], [-1.25653, 0.66936, -1.86922], [-2.64570, 0.90034, -0.76700], [1.52728, -2.23841, 1.00676], [-0.02871, -2.04176, 0.95433], [0.86757, -0.98674, 2.02289]]
}

---

Entry 5:
{
  "formula": "C4H9N2O",
  "method": "ωB97M-V/def2-TZVPD",
  "lumo_energy_ev": -3.97,
  "gap_ev": 9.760,
  "total_charge": 1,
  "elements": ["C", "C", "C", "C", "N", "N", "O", "H", "H", "H", "H", "H", "H", "H", "H", "H"],
  "positions_angstrom": [[3.07552, 0.11787, 0.11103], [2.36948, 1.26159, -0.06223], [-1.46671, 0.71943, 0.53550], [-0.47542, -2.01070, -0.00277], [-0.11428, 0.30448, 0.29720], [0.29162, -0.82246, 0.08138], [3.62888, -0.85227, 0.28289], [1.19177, 1.04408, 0.17573], [2.68365, 2.06660, 0.60442], [2.37590, 1.60512, -1.09505], [-1.43653, 1.61703, 1.14919], [-2.07385, -0.04811, 1.01651], [-1.92819, 0.97233, -0.42190], [-0.28222, -2.42645, -0.99453], [-1.54976, -1.91655, 0.15858], [-0.03672, -2.71561, 0.70678]]
}

---

Entry 6:
{
  "formula": "C4H9N2O",
  "method": "ωB97M-V/def2-TZVPD",
  "lumo_energy_ev": -3.23,
  "smiles": "C=N[C@H]1[NH2+][C@@H]1OC",
  "gap_ev": 10.695,
  "total_charge": 1,
  "elements": ["C", "N", "C", "N", "C", "O", "C", "H", "H", "H", "H", "H", "H", "H", "H", "H"],
  "positions_angstrom": [[2.98727, -0.70874, 0.05611], [2.29063, 0.29868, -0.31980], [1.02517, 0.57267, 0.34183], [0.22456, 1.75804, -0.00050], [-0.53399, 0.45613, -0.40497], [-1.54222, 0.09467, 0.36133], [-2.72714, -0.54039, -0.13233], [3.95643, -1.02830, -0.28039], [2.58035, -1.35175, 0.95346], [1.10434, 0.46308, 1.39308], [0.11437, 2.39468, 0.82501], [0.58745, 2.21195, -0.88334], [-0.40734, 0.45757, -1.45516], [-3.63159, -0.01344, 0.32604], [-2.77765, -1.51095, 0.15828], [-2.77443, -0.53149, -1.13707]]
}

---

Entry 7:
{
  "formula": "C4H9N2O",
  "method": "ωB97M-V/def2-TZVPD",
  "lumo_energy_ev": -3.26,
  "gap_ev": 11.393,
  "total_charge": 1,
  "elements": ["C", "C", "C", "C", "N", "N", "O", "H", "H", "H", "H", "H", "H", "H", "H", "H"],
  "positions_angstrom": [[-1.04697, 0.06247, -0.21324], [0.57684, 1.70730, 0.37593], [0.93480, -0.35165, -0.77674], [1.32563, -1.40022, 0.22346], [-0.85885, 1.27678, 0.24415], [-2.17262, -0.59272, -0.30639], [1.27679, 0.88571, -0.68351], [0.72251, 2.81155, 0.07290], [0.75096, 1.46487, 1.37988], [0.98567, -0.75158, -1.85694], [1.13382, -0.95466, 1.21646], [2.39508, -1.83179, 0.09047], [0.77818, -2.32700, 0.25763], [-1.52002, 1.86712, 0.72240], [-2.22794, -1.61686, -0.69880], [-3.05389, -0.24929, -0.04766]]
}

---

Entry 8:
{
  "formula": "C4H9N2O",
  "method": "ωB97M-V/def2-TZVPD",
  "lumo_energy_ev": -5.19,
  "gap_ev": 8.918,
  "total_charge": 1,
  "elements": ["C", "C", "C", "C", "N", "N", "O", "H", "H", "H", "H", "H", "H", "H", "H", "H"],
  "positions_angstrom": [[2.00167, -1.57090, -0.73134], [-0.78046, 0.50641, 0.34713], [-0.79203, 1.68325, -0.53945], [-1.74453, 0.34849, 1.44553], [2.02466, -2.53821, 0.05601], [1.05661, -0.54481, -0.67899], [0.05181, -0.46146, 0.24223], [2.67607, -1.35304, -1.56970], [0.19692, 2.14462, -0.61285], [-1.49923, 2.42496, -0.18062], [-1.08927, 1.39883, -1.55444], [-1.54477, 1.09648, 2.21872], [-1.66990, -0.64199, 1.89159], [-2.76028, 0.53088, 1.09272], [2.75470, -3.22467, -0.06539], [1.11802, 0.20114, -1.36115]]
}

---

Entry 9:
{
  "formula": "C4H9N2O",
  "method": "ωB97M-V/def2-TZVPD",
  "lumo_energy_ev": -6.81,
  "smiles": "CC(C)=N[N+](C)=O",
  "gap_ev": 8.627,
  "total_charge": 1,
  "elements": ["C", "C", "C", "N", "N", "C", "O", "H", "H", "H", "H", "H", "H", "H", "H", "H"],
  "positions_angstrom": [[1.07849, -0.32030, 1.14125], [0.70752, 0.28366, -0.13695], [1.42185, 1.61387, -0.48054], [-0.19537, -0.14585, -0.94072], [-0.91826, -1.55780, -0.70827], [-2.12304, -1.64702, -1.45793], [-0.31321, -2.38222, -0.12082], [1.23635, -1.44057, 1.19628], [0.33267, -0.14669, 2.01242], [2.01625, 0.27567, 1.46816], [1.07927, 2.01737, -1.42247], [2.54275, 1.46109, -0.65742], [1.17323, 2.35539, 0.39991], [-2.75485, -2.52696, -1.16001], [-1.97230, -1.77679, -2.60827], [-2.77219, -0.70670, -1.33493]]
}

---

Entry 10:
{
  "formula": "C4H9N2O",
  "method": "ωB97M-V/def2-TZVPD",
  "lumo_energy_ev": -5.00,
  "gap_ev": 9.013,
  "total_charge": 1,
  "elements": ["C", "C", "C", "C", "N", "N", "O", "H", "H", "H", "H", "H", "H", "H", "H", "H"],
  "positions_angstrom": [[0.47925, 1.30387, 1.13507], [-0.74116, -0.50538, 0.46922], [-0.07738, -1.93080, -1.57605], [-0.75447, -0.82664, -0.81584], [0.75705, 1.97370, 0.14732], [0.60249, 1.08411, 2.41519], [0.62700, 1.85841, -1.19298], [-0.47955, -1.13962, 1.22336], [-1.39223, 0.35617, 0.78949], [1.01561, 2.61904, -1.49506], [0.27152, -1.44692, -2.39054], [-0.89555, -2.46081, -1.99186], [0.68550, -2.56489, -1.07512], [-1.41472, -0.20615, -1.37937], [1.52746, 1.01731, 2.75562], [-0.21081, 0.86862, 2.98156]]
}

---

Entry 11:
{
  "formula": "C4H9N2O",
  "method": "ωB97M-V/def2-TZVPD",
  "lumo_energy_ev": -3.96,
  "gap_ev": 9.225,
  "total_charge": 1,
  "elements": ["C", "C", "C", "C", "N", "N", "O", "H", "H", "H", "H", "H", "H", "H", "H", "H"],
  "positions_angstrom": [[1.33120, -1.54657, -0.96635], [-1.35116, 0.05118, -0.68163], [-0.58364, -0.60594, 0.22590], [-2.86644, 0.28691, -0.45822], [0.79586, -0.89507, -0.08811], [2.44331, 0.84670, 1.01001], [2.04221, -2.17527, -1.60876], [-1.06736, 0.18931, -1.70227], [-0.79889, -0.82322, 1.24747], [-3.22812, -0.08768, 0.42494], [-3.41275, -0.16352, -1.18401], [-3.04097, 1.29420, -0.40378], [1.90028, -0.00122, 0.88306], [2.67504, 1.01264, 2.04924], [1.82870, 1.62303, 0.68932], [3.33273, 0.99453, 0.56319]]
}

---

Entry 12:
{
  "formula": "C4H9N2O",
  "method": "ωB97M-V/def2-TZVPD",
  "lumo_energy_ev": -3.63,
  "gap_ev": 10.431,
  "total_charge": 1,
  "elements": ["C", "C", "C", "N", "C", "N", "H", "H", "H", "H", "H", "H", "H", "H", "H", "O"],
  "positions_angstrom": [[0.80524, -1.78680, -0.37895], [0.22555, -0.46988, -0.62916], [-0.92535, 0.12770, -0.18898], [-1.01339, 1.38930, -0.70005], [0.01306, 1.57694, -1.56289], [0.84295, 0.57231, -1.35019], [1.87286, -1.90425, -0.20457], [0.52021, -2.58529, -1.07655], [0.33651, -2.20461, 0.52898], [-1.33192, -0.16538, 0.76141], [-1.70626, 2.07819, -0.46784], [0.00717, 2.32363, -2.34059], [1.80273, 0.53824, -1.69165], [-1.00596, 0.33402, 2.52584], [-0.27498, 0.03807, 3.85950], [-0.16841, 0.13779, 2.91569]]
}

---

Energy across the listed records, respectively: -266.828582 -266.928840 -266.938904 -266.903361 -342.207658 -342.173595 -342.234975 -342.204128 -342.135722 -342.129319 -342.270952 -342.312340 a.u..